[1]
{"formula": "C49H31BrF3N4O2S2SbV", "method": "ωB97M-V/def2-TZVPD", "elements": ["H", "H", "C", "C", "C", "C", "C", "C", "C", "C", "C", "N", "V", "F", "S", "H", "C", "H", "H", "H", "C", "C", "S", "N", "C", "C", "C", "Br", "C", "H", "C", "C", "H", "C", "C", "O", "C", "H", "H", "C", "H", "H", "H", "H", "H", "C", "N", "Sb", "C", "H", "C", "H", "H", "H", "H", "H", "C", "H", "H", "C", "C", "H", "C", "C", "C", "H", "C", "H", "H", "H", "C", "H", "F", "C", "C", "C", "C", "F", "H", "C", "C", "N", "C", "H", "C", "C", "C", "C", "C", "C", "C", "C", "C", "O"], "coordinates": [[1.23566, 5.29392, 0.40852], [1.72312, 0.97340, 5.56607], [-0.31181, 0.21219, 5.63434], [-0.96574, 0.17857, -2.47775], [-1.30194, -0.50041, 4.91588], [4.36558, 6.49768, 0.17520], [-0.57337, 0.61182, 6.96853], [-3.74321, -3.76661, 2.30055], [-2.51837, -0.80155, 5.57416], [-1.77609, 3.91806, -2.74511], [4.37014, 4.13456, -0.11499], [-1.18253, 1.90763, -7.01555], [-0.63633, -1.56000, 0.38972], [5.03852, 7.67326, 0.22884], [-2.68441, -0.29047, -0.35766], [-3.27055, -1.35015, 5.02257], [2.13306, -5.65537, 0.17058], [1.89044, -2.64011, -1.28406], [-1.94040, 0.61355, 8.60655], [-1.22031, -2.68396, -2.59454], [1.13004, 0.14534, 3.68874], [0.55155, 3.91761, -2.23180], [0.37555, -0.39307, -1.51267], [-1.85522, -2.25748, 1.77803], [4.45248, 1.22715, -3.44190], [2.31462, 5.29224, 0.27777], [0.32625, 3.04197, -1.16500], [3.12426, -7.28872, 0.02225], [-0.49859, 4.35802, -3.03341], [3.16877, -4.71672, -1.45711], [-4.66144, -4.72009, 1.86018], [1.15714, -5.53912, 1.14502], [-5.35214, -5.90914, 0.20175], [0.64003, -3.24843, 0.37389], [-3.04592, 1.15440, -4.10793], [-1.85671, -3.11353, -0.73712], [-2.79992, -3.22046, 1.42427], [-1.65473, -4.38924, -2.35439], [3.42231, -0.46063, -0.12220], [4.58283, -0.63733, -1.91137], [-3.06725, 2.76669, -1.48195], [4.95471, -1.63217, -1.69253], [2.48424, 7.44500, 0.52486], [-3.73948, -3.41726, 3.32039], [4.73952, 1.66706, -4.38992], [3.59989, 1.88585, -2.55515], [-1.99648, -1.76231, 3.02412], [1.86563, 2.18665, 0.07251], [3.22778, 1.30079, -1.34685], [0.18876, 1.17660, 7.49981], [-0.98680, 2.65559, -0.89114], [6.15055, 5.38347, -0.16122], [-3.68666, -0.65399, 7.35007], [1.54861, 4.29289, -2.43323], [3.21969, 2.86278, -2.82913], [4.92263, 3.21789, -0.30181], [2.40372, -4.61361, -0.69716], [-0.33583, 5.02955, -3.87036], [-2.93185, -3.14797, -2.50141], [-1.75925, 0.30703, 7.58220], [-2.04999, 3.09062, -1.68020], [0.95194, -6.36329, 1.81820], [-1.93064, -3.35902, -2.13123], [-2.80377, -3.68420, 0.08963], [-3.70274, -4.63675, -0.34037], [0.29523, 0.63567, -4.14657], [-1.73398, 1.13546, -4.59005], [-3.68625, -4.97873, -1.36935], [-4.32479, 0.71023, -2.45402], [-5.39780, -5.11599, 2.55376], [-2.74423, -0.41242, 6.87144], [2.07394, 0.35792, 3.20504], [5.76956, -0.65256, -3.93842], [-1.42686, 1.57334, -5.94141], [-4.13829, 1.65631, -4.92677], [4.92654, -0.01794, -3.09151], [2.97879, 4.08413, 0.02442], [-2.79400, 4.33386, -3.52999], [-1.19472, 1.97197, -0.07498], [-3.30549, 0.69488, -2.82534], [5.07367, 5.33913, -0.04425], [-5.01628, 2.04817, -5.55809], [2.99839, 6.50705, 0.34745], [-0.31744, -4.28232, 2.01219], [0.93414, 0.48370, 4.99995], [0.13787, -0.47442, 2.90136], [-4.64673, -5.16097, 0.54704], [-2.29179, 0.21289, -1.97715], [3.72880, 0.03292, -1.04180], [0.43610, -4.34658, 1.23087], [-0.72139, 0.64951, -3.77345], [-1.06293, -0.91983, 3.53318], [1.65926, -3.43590, -0.58434], [0.37113, -0.63615, 1.59379]], "forces_ev_per_angstrom": [[0.0716, 0.0168, -0.0328], [-0.0940, -0.0479, -0.0606], [0.0430, -0.0318, -0.0249], [0.0670, -0.0237, -0.1420], [0.0274, -0.0939, -0.2152], [-0.0885, -0.0730, 0.0294], [0.0186, -0.0266, -0.0785], [-0.1636, -0.1821, -0.2122], [0.0742, 0.0243, -0.0112], [0.1001, 0.0503, 0.1259], [-0.0992, 0.1123, -0.0284], [0.0300, 0.0035, 0.0230], [-0.1366, 0.1088, -1.7644], [0.0991, 0.1802, 0.0193], [-0.0175, 0.2325, -0.1049], [0.0368, 0.0340, 0.0032], [-0.0660, 0.0672, 0.0466], [-0.0397, 0.0233, -0.0447], [-0.0099, 0.0113, -0.0284], [0.1119, 0.0755, -0.0102], [0.0044, 0.1060, 0.0080], [-0.1459, -0.0199, 0.0550], [-0.0296, -0.0511, -0.4610], [-0.8615, -0.3121, 1.4870], [-0.1706, 0.2349, 0.0889], [0.1920, 0.0078, -0.0575], [-0.1077, 0.0118, -0.1618], [0.0055, -0.0038, -0.0040], [0.2240, -0.0122, 0.0312], [0.0090, 0.0041, 0.0115], [0.1042, 0.1067, 0.0494], [-0.0299, 0.1501, -0.0682], [0.0365, 0.0636, 0.0219], [0.4644, -0.6240, -0.2001], [-0.6932, 0.1210, -0.2208], [-0.1236, -0.1924, 0.2721], [0.2496, 0.4308, 0.3734], [0.0115, -0.1201, 0.0087], [0.0138, 0.0098, -0.0835], [-0.0973, -0.0603, 0.2036], [0.2176, 0.1790, 0.0538], [-0.0120, 0.0842, 0.0095], [0.0202, -0.0679, -0.0048], [-0.0210, 0.0189, 0.0659], [-0.0102, -0.0202, 0.0522], [0.0976, -0.1844, -0.0370], [0.0589, -0.2651, -0.4755], [0.0688, 0.3411, -0.2294], [-0.0146, -0.0603, -0.0679], [-0.0204, -0.0736, -0.0429], [0.1501, 0.3293, -0.0168], [-0.0592, -0.0282, -0.0067], [0.0172, 0.0036, -0.0062], [0.0040, -0.0553, -0.0248], [0.0212, -0.0082, 0.0059], [-0.0191, 0.0779, 0.0110], [-0.1218, 0.1238, 0.0730], [-0.0184, -0.0892, 0.0634], [-0.1270, 0.0587, -0.0250], [-0.0796, -0.0728, -0.0884], [0.0551, 0.2441, 0.3622], [0.0219, 0.0331, -0.0071], [0.0804, 0.0613, 0.1220], [0.1058, 0.0524, -0.1727], [-0.0257, -0.0669, -0.0874], [0.0007, -0.0168, 0.0186], [0.3178, 0.1362, -0.6378], [0.0145, 0.0480, 0.1136], [0.0735, 0.0241, -0.0098], [0.0853, 0.0272, -0.0225], [0.1267, 0.0618, 0.0010], [0.0162, 0.0689, -0.0966], [0.1062, -0.1125, -0.1585], [-0.1491, -0.1491, 0.6287], [0.5118, -0.2523, 0.4174], [-0.0338, 0.0865, 0.0564], [0.1030, 0.1455, 0.2579], [-0.1170, 0.0695, -0.0836], [-0.0162, -0.0081, -0.0413], [-0.0004, -0.3376, 0.0167], [-0.0264, -0.3033, -0.0502], [-0.0432, -0.0017, -0.0346], [-0.2349, -0.2069, -0.0174], [0.0084, 0.0049, -0.0720], [-0.0353, 0.0478, 0.0353], [-0.3571, -0.2501, -0.2560], [0.0228, 0.0020, 0.0465], [-0.2098, -0.2584, -0.2086], [-0.0334, 0.0605, -0.0047], [0.1055, 0.0239, 0.0245], [0.0774, -0.0486, 0.1180], [-0.0729, -0.2464, -0.0446], [-0.0543, -0.1378, 0.2131], [0.4036, 0.5960, 1.4218]], "mulliken_spin": [0.0000, 0.0180, -0.0639, -0.0003, -0.0003, 0.0000, 0.0406, 0.1762, -0.0378, 0.0006, 0.0001, 0.0002, 2.1093, 0.0000, -0.0064, 0.0015, 0.0052, 0.0034, -0.0033, -0.0071, -0.1114, 0.0010, 0.0063, 0.0179, -0.0005, 0.0001, -0.0070, 0.0001, 0.0002, -0.0005, -0.0456, -0.0063, 0.0100, -0.1041, 0.0038, 0.0002, -0.1064, 0.0019, -0.0048, 0.0026, 0.0011, 0.0002, 0.0000, 0.0128, 0.0000, 0.0027, 0.4595, -0.0030, 0.0003, 0.0015, 0.0023, 0.0000, 0.0051, -0.0002, -0.0001, 0.0000, 0.0019, 0.0000, 0.0007, -0.0485, -0.0065, -0.0002, 0.0153, 0.0724, -0.0479, -0.0028, 0.0018, -0.0045, -0.0006, -0.0036, 0.0570, -0.0055, 0.0000, -0.0004, -0.0003, 0.0000, 0.0009, 0.0000, 0.0123, -0.0041, 0.0000, 0.0011, 0.0000, 0.0173, 0.2119, 0.2384, 0.0940, 0.0098, 0.0054, -0.0032, 0.0054, -0.0296, 0.0070, 0.0297], "orbital_gap_ev": [4.972, 6.557], "spin_multiplicity": 4, "total_charge": -2, "homo_ev": [-1.21, -2.80]}

---

[2]
{"formula": "C49H36CaF3N7O3S2", "method": "ωB97M-V/def2-TZVPD", "elements": ["H", "N", "C", "H", "H", "H", "H", "H", "H", "C", "C", "H", "N", "H", "H", "H", "C", "O", "C", "H", "H", "C", "C", "C", "C", "H", "C", "H", "C", "H", "H", "C", "H", "C", "C", "C", "H", "C", "H", "H", "C", "H", "H", "C", "H", "C", "H", "N", "C", "H", "H", "H", "H", "S", "N", "C", "C", "C", "C", "C", "C", "C", "C", "C", "C", "H", "H", "C", "H", "H", "C", "Ca", "H", "O", "C", "F", "C", "N", "O", "C", "C", "C", "C", "H", "C", "N", "F", "H", "C", "C", "C", "C", "N", "F", "C", "C", "C", "S", "C", "C", "C"], "coordinates": [[-2.39284, 4.26904, -2.83766], [-0.87032, 1.02881, 2.57106], [1.28331, 3.66980, 5.15143], [-5.24668, -0.52078, 1.99918], [5.53578, -2.09207, -0.88327], [-1.32036, -2.75557, -2.29021], [-1.85537, -2.51713, 2.21998], [0.69593, -1.84180, 2.98212], [3.27012, 3.95417, 5.91696], [-2.52120, 3.64008, -3.71268], [2.45536, 2.00169, 3.26904], [0.82313, 4.31974, 5.88736], [10.64342, -0.12034, 0.51397], [0.82317, 1.09395, -2.92723], [4.96043, 1.47387, -1.79374], [4.30393, 2.42362, 4.26689], [3.79933, -0.32862, 0.12006], [-1.74650, -1.01085, -0.81795], [-2.71160, 2.27526, -3.55860], [-2.29909, 2.89143, 0.46585], [-6.97048, 3.33011, -1.10147], [-2.93116, -1.29602, -0.41666], [0.17123, -3.94838, 0.05550], [-5.02829, 2.51969, -1.50001], [-0.13786, -5.32738, 0.32194], [3.05110, -2.74266, 3.97535], [5.93238, 0.78880, 0.83184], [-1.36954, -6.68618, 1.42290], [-2.88470, 1.46334, -4.67150], [8.01596, -2.04528, -0.75811], [-2.64411, 3.81662, -7.09209], [0.27409, 1.55216, 2.16037], [-5.75849, -2.84088, -1.56957], [3.87475, -1.72998, 2.19807], [7.31144, 0.82413, 0.90873], [-3.50311, -0.75315, 0.78087], [-0.57567, 3.17374, 4.17532], [-3.82026, -2.06874, -1.22770], [2.88663, 1.34176, 2.52409], [-3.02529, 0.39707, -4.52499], [-5.94637, 3.24518, -0.75817], [4.94015, -1.89778, 2.25021], [7.81684, 1.63963, 1.41000], [-3.32263, 3.01898, 0.12646], [-3.28081, 0.60368, 2.46807], [3.21461, 0.33457, -0.96059], [-6.72102, -1.85716, 0.52293], [-1.46015, 0.24905, 1.60428], [-5.14431, -2.25623, -0.89393], [3.13835, 2.35353, -3.57129], [-0.87710, 2.74209, -1.37629], [-2.56698, -4.87868, 2.65126], [-2.99548, 1.38641, -6.81422], [1.25017, -3.38995, -1.12042], [-0.47713, -3.00511, 0.79709], [-4.85223, -0.96315, 1.08888], [1.07921, 2.21156, 3.24134], [8.07315, -0.19956, 0.33759], [7.42688, -1.25462, -0.31156], [1.67393, -1.71437, 2.53972], [-1.39643, -3.34157, 1.67839], [2.91267, -2.16894, 3.07125], [0.48159, -6.52334, -0.32377], [3.23678, 2.61321, 4.23663], [6.04748, -1.27945, -0.38284], [-3.94520, 4.19362, 1.80620], [-2.22665, -4.09180, -1.57096], [0.49832, 3.03867, 4.19643], [5.34185, 1.58511, 1.26789], [-2.17148, -3.92068, -3.34029], [-2.50236, 4.19358, -4.98269], [0.08435, -0.33258, 0.04261], [-5.32673, 2.01809, -2.41404], [-3.41374, -2.60707, -2.43013], [3.91380, 1.21375, -1.85013], [-0.45796, -7.24403, -1.02645], [1.76606, 1.01675, -2.40762], [1.89077, 0.23948, -1.34931], [0.72417, 1.58684, 0.98432], [-5.68022, -1.69867, 0.26794], [-2.67275, 3.38335, -6.09955], [2.65581, 3.46077, 5.17204], [-1.78904, -4.64981, 1.93587], [-6.27808, 4.41857, 1.00890], [-2.86818, 2.01869, -5.94409], [1.82422, -1.05437, 1.40917], [0.92952, -7.40957, 0.63187], [-2.34877, 5.25874, -5.10831], [3.18314, -1.03036, 1.15561], [-3.71549, 2.42389, -1.06063], [-5.55649, 3.85756, 0.42707], [-2.20680, -3.37375, -2.39705], [-1.08221, 1.74793, -1.41511], [1.50218, -6.34745, -1.15222], [5.28468, -0.26471, 0.19172], [-4.24736, 3.73724, 0.87150], [-2.72702, 0.08795, 1.67508], [-2.49108, 1.40477, -1.95484], [9.49570, -0.16088, 0.43173], [2.98786, 1.65441, -2.76170], [-1.12457, -5.64504, 1.24268]], "forces_ev_per_angstrom": [[0.0382, -0.0181, -0.0115], [0.1033, 0.2158, 0.7475], [0.0047, -0.0127, 0.0071], [0.0127, 0.0187, 0.0017], [0.0032, -0.0016, 0.0094], [-0.0263, 0.0478, 0.0204], [0.0099, -0.0082, -0.0334], [-0.0283, -0.0371, -0.0498], [-0.0012, -0.0217, 0.0072], [-0.0430, 0.0865, 0.1256], [-0.0536, -0.0189, -0.0899], [0.0001, 0.0149, -0.0140], [-0.0323, -0.0094, -0.0113], [-0.0508, 0.0581, 0.0705], [-0.0131, 0.0115, -0.0091], [-0.0023, 0.0134, -0.0161], [-0.3906, -0.0354, 0.1187], [-1.4578, -0.5989, -0.3828], [0.0956, -0.4483, 0.0336], [-0.0268, -0.0256, 0.0345], [0.0054, -0.0231, 0.0062], [-0.0460, 0.4049, -0.2593], [-0.1422, -0.4637, 0.1340], [-0.0208, -0.0796, -0.0326], [-0.0619, 0.3853, 0.0854], [-0.0034, 0.0062, -0.0094], [-0.0944, -0.0097, 0.0164], [0.0122, -0.0008, -0.0297], [-0.0601, -0.0585, 0.1342], [-0.0145, -0.0108, 0.0076], [-0.0081, 0.0034, 0.0110], [-0.4420, 0.3467, 0.0555], [0.0222, -0.0199, -0.0073], [-0.0373, -0.0053, -0.0218], [0.2196, -0.0245, -0.0387], [0.0345, -0.1182, -0.2352], [0.0036, -0.0004, 0.0157], [-0.0842, -0.2951, -0.1614], [0.0193, 0.0151, 0.0116], [0.0558, 0.0183, -0.0441], [-0.0192, -0.0075, -0.0500], [-0.0091, 0.0239, 0.0455], [-0.0295, 0.0134, 0.0052], [0.2030, -0.0842, -0.0499], [0.0572, -0.0264, 0.0591], [0.2561, 0.1171, -0.2269], [-0.0023, 0.0228, 0.0032], [-0.9221, 0.3626, 0.4129], [0.1042, 0.0377, 0.0188], [0.0022, -0.0397, -0.0261], [0.0537, 0.0742, 0.0306], [-0.0013, 0.0417, 0.0046], [-0.0027, -0.0100, 0.0202], [0.2680, 0.2177, -0.3043], [0.0051, 0.0645, 0.1041], [-0.0255, 0.0235, 0.0293], [0.0225, 0.0787, 0.0421], [-0.6187, 0.0135, 0.0182], [0.2121, 0.0432, 0.0160], [0.0968, 0.1076, -0.0099], [-0.0805, -0.0979, 0.0337], [0.0923, -0.0240, 0.0679], [-0.0003, -0.3086, -0.0512], [0.0366, -0.0071, 0.0092], [-0.1136, 0.0062, -0.0191], [0.0158, -0.0110, -0.0143], [-0.0427, 0.0078, 0.0104], [-0.0348, -0.0471, -0.0130], [-0.0229, -0.0284, 0.0147], [-0.0189, 0.0100, 0.0171], [-0.0234, 0.0278, 0.0063], [0.6694, -1.1128, -1.4436], [-0.0306, 0.0393, 0.0025], [0.0502, 0.1906, 0.0631], [-0.0006, -0.1510, 0.0704], [0.1393, 0.0720, 0.0692], [0.2147, -0.1211, -0.1611], [0.5717, 0.3627, -0.3500], [0.2968, 0.5798, 0.5531], [-0.0750, -0.0163, 0.0939], [0.0048, -0.0702, -0.0192], [0.0157, 0.0120, 0.0414], [-0.0175, -0.0615, 0.0399], [0.0039, -0.0109, -0.0003], [-0.0256, 0.0761, -0.0648], [0.5930, -0.3490, 0.5883], [-0.0730, 0.0702, -0.1231], [-0.0022, -0.0080, 0.0287], [0.3394, 0.0651, 0.1050], [0.0725, -0.1638, 0.0382], [0.0441, 0.0051, 0.0438], [0.0685, -0.0918, -0.0082], [0.3247, -0.4095, 0.1676], [-0.0775, 0.0679, 0.0883], [0.1925, -0.0491, -0.0390], [-0.1062, 0.0675, 0.0044], [0.1186, 0.0387, 0.2332], [-0.6516, 0.9330, -0.4040], [0.3831, 0.0027, 0.0049], [-0.0350, 0.0675, -0.0458], [0.0346, 0.0620, 0.0228]], "mulliken_charge": [0.3572, -1.5738, -0.6188, 0.3572, 0.5406, 0.0205, 0.2886, 0.5201, 0.3705, -0.5411, 0.3091, 0.3499, -0.6342, 0.6063, 0.4483, 0.4159, 1.4548, -1.0261, 0.3101, 0.0421, 0.3753, 1.6152, 0.1973, -0.4730, -0.1360, 0.4385, 0.2565, 0.3513, -0.2592, 0.4338, 0.3544, 0.9063, 0.4373, -0.5609, -0.8638, 1.5053, 0.4586, -0.2925, 0.1807, 0.4512, -0.6009, 0.5265, 0.4258, -0.3306, 0.0007, -0.5973, 0.3375, 1.7530, -0.4022, 0.4037, 0.1423, 0.4396, 0.3963, -0.4772, 0.7928, -0.9462, -0.4696, 0.6065, -0.8230, -0.6017, -0.0376, -1.8388, 0.6842, -0.6734, 0.2054, 0.4369, 0.2324, -0.3985, 0.5568, 0.2634, -0.6671, 2.6513, 0.4175, -0.5390, -0.8957, -0.3109, -0.5449, 0.2920, -0.6231, -0.9106, -0.3568, -0.4423, -1.4649, 0.3724, -0.5886, 1.3431, -0.3038, 0.3652, -1.3122, 0.4658, -0.4477, -0.4974, -0.1183, -0.2375, -0.6359, -0.5663, -2.2449, 0.4546, 0.0219, -1.5406, -0.5153], "orbital_gap_ev": 5.575, "total_charge": -2, "homo_ev": -1.84}